Entry from OMol25: a molecular structure, C2H3N3 (ωB97M-V/def2-TZVPD).

Structure (ORCA input):
```
! RIJCOSX wB97M-V def2-TZVPD def2/J DEFGRID3
* xyz 0 3
C -0.24926 -0.38860 -0.14129
C -1.71024 0.12886 -0.05559
N -2.93556 -0.27125 -0.54627
N -2.94787 -0.15512 0.68429
N -0.60053 1.06695 -0.18139
H 0.01063 -0.87666 -1.21119
H 0.87251 -0.84517 0.62087
H -0.29606 1.34212 0.75874
*
```

The value obtained for the LUMO energy (alpha / beta) is 0.6 / -2.7 eV. The calculation puts the frontier orbital gap (alpha / beta) at 7.94 / 7.22 eV. The energy comes out at -241.9536 a.u. The calculation puts the relative energy (zero: lowest compared OMol25 entry of this formula, charge and spin) at 75.62 kcal/mol.

Entry from OMol25: 6 unconnected molecules or ions with the total composition C43H71B2Br2F3NO10 (ωB97M-V/def2-TZVPD).

Structure (ORCA input):
```
! RIJCOSX wB97M-V def2-TZVPD def2/J DEFGRID3
* xyz -1 1
C 7.93387 -0.04639 2.63378
C 7.38672 -0.30981 1.60404
C 6.49217 -0.81641 0.50174
O 5.27494 -1.30439 0.98163
B 4.28723 -1.37298 -0.16780
C 4.54139 -2.90325 -0.73560
C 3.59318 -3.25788 -1.92624
C 3.12405 -4.72474 -1.95758
F 2.80862 -5.01775 -3.28196
Br 4.52559 -6.00098 -1.45052
C 1.81662 -4.95736 -1.14975
F 1.92768 -4.63037 0.13390
F 1.44928 -6.26474 -1.22598
Br 0.35259 -3.97091 -2.03030
C 2.78369 -1.26502 0.45876
O 2.16984 0.06657 0.30422
C 0.80754 -0.09256 0.29314
C 0.13347 -0.77809 1.31730
C -1.24310 -0.94503 1.33162
C -1.91226 -1.66972 2.49877
C -2.01975 -0.43765 0.28790
C -1.35779 0.24977 -0.73906
C 0.03091 0.43696 -0.75025
C 0.62188 1.24122 -1.90569
C 1.10257 2.62667 -1.30356
C 1.81999 0.57104 -2.61855
O 4.75870 -0.24949 -1.00429
C 5.97354 0.26723 -0.53090
B 5.84245 1.58794 0.44564
C 4.73963 1.75442 1.56879
O 6.79523 2.61795 0.29507
N 6.88304 0.73324 -1.59572
C 6.15347 1.44556 -2.67763
C 7.61292 -0.31662 -2.23105
C 8.96302 0.11711 -2.85776
O 7.26771 -1.46357 -2.35473
H 8.38848 0.18190 3.57826
H 7.05230 -1.68049 0.08535
H 4.37878 -3.57069 0.12699
H 5.58250 -2.94966 -1.09285
H 2.74483 -2.55833 -1.98538
H 4.18732 -3.12613 -2.84721
H 2.80130 -1.47613 1.54508
H 2.13221 -2.04179 0.01334
H 0.73039 -1.19362 2.13335
H -1.26592 -2.45583 2.91783
H -2.16038 -0.95867 3.30440
H -2.82934 -2.14196 2.10529
H -3.10737 -0.51584 0.22799
H -1.96160 0.65672 -1.55704
H -0.15774 1.48054 -2.64987
H 2.17892 2.51225 -1.09505
H 0.57927 2.73747 -0.34595
H 0.86784 3.47869 -1.95153
H 1.53486 -0.24916 -3.30045
H 2.59520 0.19583 -1.93539
H 2.30832 1.34573 -3.24317
H 5.26809 2.09440 2.48184
H 4.19879 0.83369 1.81881
H 4.01949 2.53137 1.25151
H 7.63750 2.20849 0.55099
H 6.77676 2.27842 -3.05684
H 5.16525 1.80078 -2.37112
H 6.05458 0.75431 -3.53669
H 9.12112 1.20242 -2.74425
H 8.88309 -0.05117 -3.94816
H 9.80241 -0.47851 -2.48092
C -3.06132 -5.49248 -2.82387
C -4.53203 -5.54229 -3.20134
C -5.21065 -5.38000 -1.84991
O -4.33760 -4.57961 -1.04257
C -3.06344 -4.47211 -1.69975
H -2.40480 -5.21579 -3.64747
H -2.74083 -6.46650 -2.44473
H -4.77812 -4.69477 -3.84677
H -4.82345 -6.45812 -3.71585
H -5.33938 -6.34679 -1.34947
H -6.18647 -4.89439 -1.92666
H -2.97007 -3.45185 -2.08789
H -2.26688 -4.64219 -0.97858
C -0.32062 6.86988 1.32472
C -1.00609 7.10722 -0.01189
C -0.24326 6.15897 -0.92477
O 0.17405 5.05624 -0.11633
C -0.02871 5.37860 1.26269
H -0.92656 7.14950 2.18660
H 0.61524 7.43345 1.36815
H -2.05540 6.80493 0.04974
H -0.97009 8.14343 -0.34829
H 0.65346 6.63692 -1.33512
H -0.85172 5.79284 -1.75397
H -0.88072 4.79154 1.62597
H 0.85599 5.09772 1.83661
C -5.76287 2.47355 0.07592
C -5.04422 3.76495 0.43537
C -3.67890 3.54696 -0.19810
O -3.88650 2.71982 -1.34753
C -5.21462 2.18837 -1.31301
H -6.84959 2.55322 0.09567
H -5.46607 1.67936 0.76578
H -5.54624 4.61421 -0.03744
H -4.99033 3.95547 1.50710
H -3.00364 3.01674 0.48230
H -3.20136 4.48067 -0.50286
H -5.80325 2.69735 -2.08508
H -5.18768 1.12226 -1.54372
C 0.86785 1.80573 5.75474
C 1.10725 2.74357 4.58295
C 0.57197 1.92960 3.41596
O -0.48641 1.10814 3.93983
C -0.44970 1.15450 5.36785
H 0.82569 2.30931 6.72099
H 1.65973 1.05345 5.79601
H 0.51391 3.65475 4.70877
H 2.15043 3.03152 4.45585
H 1.34125 1.26902 3.00529
H 0.18563 2.55393 2.60896
H -1.30287 1.75374 5.70925
H -0.55294 0.14363 5.76758
C -9.34846 -3.87612 0.14447
C -8.24336 -3.65333 1.16649
C -7.51654 -2.45491 0.58062
O -8.49676 -1.68329 -0.12797
C -9.69711 -2.44977 -0.25425
H -10.20299 -4.42954 0.53368
H -8.95324 -4.42006 -0.71767
H -8.67980 -3.39134 2.13429
H -7.59365 -4.51604 1.30905
H -6.74985 -2.76614 -0.13611
H -7.04639 -1.83464 1.34480
H -10.44618 -2.02099 0.42149
H -10.07055 -2.37702 -1.27712
*
```

The value obtained for the LUMO energy is 2.2 eV. The calculation puts the frontier orbital gap at 7.03 eV. The energy comes out at -7985.5470 a.u. The calculation puts the relative energy (zero: lowest compared OMol25 entry of this formula, charge and spin) at 0.00 kcal/mol.